Record 1
65
Properties=species:S:1:pos:R:3:forces:R:3:nbo_charge:R:1 method="wB97M-V/def2-TZVPD" total_charge=+1 homo_ev=-9.43 e_above_lowest_kj_mol=121.3
Ir 0.27383 0.17890 -0.23011 1.356 -1.426 1.959 0.989
I -2.66963 -2.25948 -4.01906 -0.050 -0.032 0.009 0.133
C -2.06476 -0.27283 -4.15266 -0.093 0.086 -0.111 -0.276
C -2.44562 0.50166 -5.26444 0.081 0.062 0.052 -0.230
C -2.05246 1.80672 -5.37325 0.022 -0.080 0.045 -0.209
I -2.70043 2.90670 -7.02019 -0.006 0.034 -0.061 0.163
C -1.21039 2.38291 -4.38299 -0.011 -0.007 -0.054 -0.030
C -0.68472 3.69414 -4.43586 -0.030 -0.066 -0.008 -0.148
C 0.14972 4.12783 -3.44922 0.020 0.043 0.017 -0.256
C 0.47454 3.25636 -2.39580 0.057 0.090 0.049 0.061
N 0.00832 2.03845 -2.30278 -0.159 -0.145 -0.028 -0.458
C -0.83619 1.59379 -3.27291 0.189 -0.050 0.157 0.052
C -1.30802 0.24191 -3.11904 -0.074 -0.122 0.094 0.402
O -1.00241 -0.43820 -2.05387 -0.251 0.407 -0.496 -0.896
H -3.05493 0.05405 -6.03689 -0.030 -0.011 0.010 0.240
H -0.93976 4.33663 -5.26711 -0.017 0.011 -0.008 0.237
H 0.57292 5.12118 -3.46830 0.008 0.042 -0.008 0.230
H 1.14769 3.59300 -1.61396 0.011 -0.037 0.025 0.186
N 1.15262 -1.63078 -1.29355 -0.124 0.479 -0.184 -0.839
C 0.99271 -2.88587 -0.65345 -0.091 -0.189 -0.137 0.212
C 0.32277 -3.92627 -1.27997 0.024 -0.013 0.020 -0.255
C 0.21223 -5.14855 -0.63528 0.033 -0.010 0.096 -0.195
C 0.77931 -5.32212 0.62210 -0.050 0.046 -0.066 -0.222
C 1.41129 -4.25737 1.24745 0.052 0.003 -0.013 -0.185
C 1.51102 -3.01487 0.62297 -0.008 0.048 0.063 -0.127
C 2.01545 -1.83347 1.37376 -0.518 -0.179 -0.119 -0.033
C 3.16822 -2.00054 2.13514 -0.135 -0.134 0.119 -0.217
C 3.52601 -1.09300 3.11384 0.118 -0.022 0.085 -0.209
C 2.65485 -0.06143 3.39503 -0.244 -0.078 0.133 -0.238
C 1.52366 0.12996 2.60748 -0.102 -0.376 -0.110 -0.223
C 1.20607 -0.66304 1.48183 1.659 1.229 -0.386 -0.241
H 0.75277 -1.63360 -2.22670 -0.028 0.108 -0.007 0.429
H 2.13007 -1.34756 -1.32666 -0.021 -0.226 -0.093 0.400
H -0.09961 -3.77853 -2.26590 0.012 0.001 -0.054 0.232
H -0.29824 -5.96741 -1.12243 -0.017 -0.023 -0.006 0.227
H 0.71516 -6.27890 1.12085 -0.002 -0.027 0.008 0.226
H 1.82250 -4.37700 2.24177 -0.024 -0.007 0.030 0.221
H 3.77713 -2.88006 1.96539 -0.011 -0.022 -0.010 0.224
H 4.43186 -1.22913 3.68772 0.053 0.029 -0.031 0.226
H 2.85819 0.61874 4.21173 -0.030 0.020 0.041 0.221
H 0.88163 0.94876 2.88790 0.016 0.252 -0.059 0.184
N -2.61406 -0.19744 3.44884 0.277 0.305 -0.049 -0.699
C -2.80235 -1.33055 2.46759 -0.144 0.082 -0.308 -0.233
C -1.58421 -1.47188 1.57569 -0.091 -0.300 0.152 -0.279
N -1.52950 -0.57536 0.40778 0.407 0.177 -0.424 -0.716
H -3.46443 -0.00008 3.98078 0.056 -0.033 -0.029 0.444
H -2.33348 0.68759 2.95910 -0.253 -0.291 0.110 0.448
H -1.86726 -0.42154 4.11296 -0.063 0.009 -0.053 0.442
H -3.71053 -1.12966 1.89897 -0.024 0.053 0.081 0.234
H -2.95109 -2.23421 3.05366 0.000 0.002 0.015 0.243
H -1.54092 -2.49832 1.20944 0.012 0.017 -0.003 0.257
H -0.68802 -1.32755 2.17387 0.018 -0.053 0.044 0.253
H -2.07652 0.27535 0.48486 -0.322 -0.140 0.159 0.413
H -1.80298 -1.04337 -0.46468 -0.265 0.074 -0.085 0.458
Cl 2.75628 1.50665 -0.29801 -0.460 -0.403 -0.206 0.104
C 1.68502 2.36712 0.77028 -0.155 0.408 0.015 -0.004
C 0.38001 1.87808 0.82030 -0.950 0.412 -0.141 -0.245
C -0.48031 2.63093 1.61735 0.195 0.181 -0.285 -0.028
Cl -2.22172 2.33866 1.55990 0.112 -0.166 0.001 -0.023
C -0.06078 3.71491 2.39629 -0.058 -0.120 -0.067 -0.112
Cl -1.16664 4.53572 3.42270 -0.007 0.052 0.031 0.070
C 1.26336 4.12972 2.33099 0.038 0.047 0.046 -0.106
Cl 1.80543 5.46264 3.26205 0.018 0.001 0.008 0.087
C 2.14257 3.46695 1.46952 0.038 0.012 -0.008 -0.112
Cl 3.75675 4.00396 1.28719 0.035 -0.030 0.034 0.093

***

Record 2
66
Properties=species:S:1:pos:R:3:forces:R:3:lowdin_spin:R:1 method="wB97M-V/def2-TZVPD" multiplicity=5 total_charge=+1 homo_ev="-10.32 / -10.29" e_above_lowest_kj_mol=125.9
Mn 0.58286 0.90858 0.23821 1.322 0.916 0.182 3.763
N 3.40956 0.43538 3.55261 0.251 -0.587 0.431 0.006
C 2.98716 0.74088 2.31601 -0.772 1.837 -0.868 0.006
S 2.53146 2.38628 1.98041 -0.113 -0.386 -0.236 0.072
N 2.92166 -0.18172 1.39601 0.526 -1.555 0.411 -0.009
N 2.35366 0.15838 0.22721 1.648 -0.181 -0.927 -0.038
C 3.04926 0.13628 -0.88949 -0.195 -0.131 1.744 0.026
C 4.50716 -0.06152 -0.91339 0.223 -0.026 0.003 0.002
C 5.11236 -1.05192 -1.68129 -0.164 0.038 0.072 0.002
C 6.49146 -1.16542 -1.70559 0.109 -0.044 -0.067 0.000
C 7.27766 -0.28712 -0.97649 -0.049 -0.022 0.043 0.002
C 6.68016 0.70148 -0.20989 0.015 0.009 -0.037 0.000
C 5.30326 0.81158 -0.16949 -0.113 0.048 -0.060 0.003
C 2.27326 0.54248 -2.04279 -0.643 0.295 -0.681 0.008
C 2.71446 0.51738 -3.36659 -0.011 -0.031 0.737 0.003
C 1.86466 0.94218 -4.36799 -0.475 0.163 0.199 0.010
C 0.60096 1.41138 -4.02229 0.312 -0.123 -0.106 0.002
C 0.24516 1.46218 -2.68679 -0.273 0.137 0.063 0.011
N 1.04536 1.03058 -1.70919 0.337 -0.113 -1.053 -0.010
H 3.64086 1.19678 4.16881 -0.037 -0.050 -0.097 0.001
H 3.85166 -0.45722 3.70961 0.026 0.030 -0.016 0.000
H 4.50146 -1.75332 -2.22969 -0.051 -0.096 -0.123 0.000
H 6.95646 -1.93632 -2.30229 0.009 -0.073 -0.011 0.000
H 8.35326 -0.37572 -0.99529 0.083 -0.016 -0.049 0.000
H 7.28586 1.39918 0.34971 0.037 0.008 0.053 0.000
H 4.83926 1.59158 0.41651 -0.090 0.080 0.063 0.000
H 3.71346 0.17758 -3.58069 0.111 -0.064 -0.011 0.000
H 2.18106 0.92068 -5.39869 0.020 -0.013 -0.105 0.000
H -0.09214 1.73938 -4.78009 -0.066 0.109 0.015 0.000
H -0.70314 1.88748 -2.37939 0.011 -0.094 0.074 0.000
Cl -5.15124 -1.98762 2.33891 0.012 0.025 -0.031 0.000
C -4.15064 -0.94172 1.29411 -0.476 0.159 0.139 0.000
C -3.48174 1.55048 2.49201 -0.056 0.337 -0.234 -0.001
C -2.35854 2.23888 2.23621 0.208 0.584 -0.021 0.007
I -1.89494 4.18268 2.80571 -0.120 -0.338 0.000 0.002
C -1.34084 1.46368 1.37221 -2.119 -0.634 0.968 0.017
O -0.76344 2.12268 0.33871 0.087 0.735 -1.081 0.051
C -1.93274 -0.92502 0.38911 -0.583 -0.066 0.099 0.003
N -0.77354 -1.26572 -0.13599 -0.078 0.292 0.052 0.040
C -0.69194 -2.54712 -0.52349 0.001 -0.166 -0.054 0.003
C -1.73204 -3.44722 -0.36879 0.022 -0.032 -0.073 0.001
C -2.94604 -3.05992 0.20561 0.052 0.213 0.054 0.000
C -3.05674 -1.74122 0.59491 0.570 -0.247 -0.198 0.001
H -4.33384 1.89828 3.04581 -0.137 0.093 0.144 0.000
H 0.24196 -2.84662 -0.97309 0.116 -0.122 0.001 0.000
H -1.59444 -4.46712 -0.68979 0.044 -0.089 -0.041 0.000
H -3.74094 -3.77382 0.35331 -0.126 -0.088 0.022 0.000
O -5.23944 -0.11792 -3.15879 0.233 -0.127 -0.303 0.000
C -5.78214 0.28808 -1.93809 -0.525 0.538 0.472 0.000
N -5.04734 -0.45512 -0.93539 0.097 -0.158 -0.548 0.000
C -5.13464 -0.17582 0.37441 0.318 -0.367 -0.233 0.000
O -5.88124 0.65068 0.83581 -0.195 0.363 0.213 0.000
C -3.26854 0.12438 2.02051 0.323 -0.011 -0.086 0.001
C -2.69254 -0.47532 3.27481 0.439 -0.155 -0.203 0.014
C -1.41534 -0.53082 3.68291 -0.379 -0.025 0.342 -0.001
C -0.25694 -0.01442 3.01171 0.401 0.429 -0.280 0.017
N -0.19924 0.84008 2.05231 -0.660 -0.787 0.311 -0.018
C -2.31144 0.41108 0.86241 0.341 0.172 0.389 0.001
H -5.76364 0.23568 -3.88489 -0.013 -0.037 0.090 0.000
H -6.85904 0.07118 -1.86829 0.213 0.002 -0.010 0.000
H -5.63534 1.36568 -1.75099 -0.069 -0.264 -0.032 0.000
H -4.46114 -1.18552 -1.31059 0.017 -0.014 0.210 0.000
H -3.45524 -0.86862 3.93531 0.034 -0.090 0.066 0.000
H -1.20584 -1.00982 4.62971 -0.036 -0.023 0.059 0.000
H 0.70976 -0.35002 3.38171 0.027 -0.131 -0.132 0.001
H -2.87854 0.91538 0.06201 0.031 -0.037 0.287 0.000

***

Record 3
69
Properties=species:S:1:pos:R:3:forces:R:3:nbo_charge:R:1 method="wB97M-V/def2-TZVPD" homo_ev=-9.62
N -0.20589 1.69157 4.26515 -0.322 -0.181 0.190 -1.279
P 0.52384 0.44073 4.76945 -0.003 0.022 -0.110 1.598
O 2.17362 0.47215 4.67467 0.000 0.023 0.073 -1.093
P 3.17869 0.75974 5.85892 -0.135 0.132 -0.330 2.603
O 3.36897 -0.29720 6.82477 0.155 -0.479 0.498 -1.067
O 2.54138 2.08740 6.46621 0.282 0.538 0.039 -0.804
C 3.01368 2.62882 7.69093 -0.423 -0.132 0.259 -0.339
S 4.42355 3.74938 7.55862 -0.237 -0.484 -0.247 2.013
O 5.08687 3.67684 8.81874 0.252 0.105 0.382 -0.921
O 3.96438 4.97922 7.00425 -0.057 0.397 -0.219 -0.917
O 4.50916 1.18661 5.12687 0.031 0.400 -0.329 -1.118
P 4.99232 2.02162 3.74543 0.240 -0.219 0.259 1.217
O 4.74155 0.85676 2.64820 0.473 -0.139 -0.243 -0.999
I 3.11667 3.46638 3.22895 -0.099 0.077 0.022 -0.118
H -0.73826 2.20312 4.96237 0.260 0.113 -0.204 0.398
H 0.39020 -0.69808 3.97867 -0.055 0.015 -0.066 -0.064
H 0.33503 0.01985 6.09508 -0.017 -0.084 0.003 -0.069
H 3.24595 1.85582 8.42806 0.085 0.006 -0.193 0.241
H 2.23523 3.29545 8.07458 0.031 -0.156 -0.002 0.237
H 5.18913 3.13853 6.62404 0.091 -0.047 -0.022 -0.023
H 5.58711 0.57767 2.24504 -0.503 0.104 0.201 0.517
C 1.98675 -1.81709 -6.07936 -0.012 0.025 0.017 -0.187
C 2.74538 -2.92894 -5.73049 0.011 -0.013 0.026 -0.191
C 3.06535 -3.16549 -4.40371 -0.014 -0.013 -0.050 -0.156
C 2.63331 -2.28542 -3.41860 0.016 -0.022 0.014 -0.174
C 1.88553 -1.16032 -3.77075 -0.007 0.025 -0.004 -0.055
C 1.55818 -0.93369 -5.10269 0.007 -0.020 -0.045 -0.182
C 1.43519 -0.18222 -2.74154 -0.030 -0.024 0.043 0.522
O 0.77657 0.79239 -3.04113 0.139 -0.001 -0.066 -0.545
C 1.81795 -0.44229 -1.32520 -0.001 0.006 -0.007 -0.057
C 1.43955 0.47097 -0.34728 -0.032 0.020 0.039 -0.173
C 1.76953 0.25033 0.97950 -0.061 0.009 -0.146 -0.197
C 2.47515 -0.89438 1.33457 0.016 -0.066 0.105 -0.195
C 2.85543 -1.80871 0.36613 0.002 0.011 0.038 -0.164
C 2.53473 -1.58496 -0.96832 0.019 -0.005 0.004 -0.174
C 2.97432 -2.57428 -1.99486 -0.020 0.010 0.000 0.622
O 3.58558 -3.57407 -1.68367 0.007 0.031 -0.009 -0.541
H 1.73072 -1.63978 -7.11597 0.003 -0.004 0.014 0.221
H 3.08481 -3.61398 -6.49688 -0.011 0.007 0.010 0.219
H 3.64799 -4.02898 -4.11133 -0.019 0.017 0.014 0.238
H 0.96853 -0.06250 -5.35526 0.014 -0.007 0.022 0.240
H 0.88428 1.35152 -0.64263 0.002 -0.027 -0.011 0.235
H 1.47041 0.98230 1.71886 0.036 -0.038 0.103 0.227
H 2.74153 -1.07213 2.37107 -0.029 0.052 -0.076 0.222
H 3.40643 -2.70333 0.62587 -0.014 0.010 -0.027 0.237
C -7.73554 -2.50416 -3.03974 0.005 0.022 0.022 -0.196
C -6.92238 -2.92012 -4.08879 0.028 0.009 -0.009 -0.195
C -5.68305 -2.33349 -4.28247 -0.038 -0.038 -0.003 -0.155
C -5.25314 -1.32141 -3.43156 0.026 -0.005 -0.021 -0.156
C -6.07452 -0.89482 -2.38779 -0.018 0.022 0.018 -0.053
C -7.31362 -1.49422 -2.19148 -0.034 -0.033 -0.021 -0.178
C -5.65609 0.21039 -1.47504 0.009 -0.020 -0.009 0.536
O -6.36821 0.57179 -0.56230 0.012 -0.001 -0.018 -0.529
C -4.33593 0.85188 -1.73271 -0.016 0.011 0.016 -0.140
C -3.93673 1.91303 -0.92968 0.046 0.024 0.013 -0.168
C -2.70823 2.51738 -1.14491 -0.026 -0.004 0.025 -0.196
C -1.86868 2.06131 -2.15479 -0.055 -0.002 -0.005 -0.177
C -2.26328 1.00538 -2.96182 -0.011 0.079 0.064 -0.186
C -3.49844 0.40297 -2.75694 0.012 -0.036 -0.067 -0.070
C -3.90604 -0.71654 -3.65343 -0.010 -0.008 0.019 0.542
O -3.17501 -1.12331 -4.53171 -0.015 0.016 0.013 -0.529
H -8.70145 -2.96848 -2.88677 0.012 0.007 -0.005 0.218
H -7.25770 -3.70476 -4.75505 0.005 0.006 0.013 0.218
H -5.03282 -2.64588 -5.08884 0.005 0.013 0.025 0.238
H -7.93185 -1.15336 -1.37160 0.021 0.013 -0.014 0.237
H -4.59951 2.25039 -0.14387 0.003 -0.025 -0.013 0.239
H -2.40018 3.34538 -0.51868 -0.003 -0.012 -0.007 0.218
H -0.90418 2.52275 -2.31574 -0.007 -0.022 -0.013 0.231
H -1.61981 0.64057 -3.74962 -0.026 -0.004 0.008 0.248

***

Record 4
63
Properties=species:S:1:pos:R:3:forces:R:3:nbo_charge:R:1 method="wB97M-V/def2-TZVPD" total_charge=-1 homo_ev=-4.56 e_above_lowest_kj_mol=0.0
Cu 0.50942 -0.19548 0.69589 0.050 -0.074 0.068 0.853
C 1.15372 5.89006 4.24228 -0.014 0.011 -0.005 -0.617
C 1.23328 4.49672 3.67533 -0.026 -0.014 -0.040 -0.121
C 1.85893 3.45736 4.37189 0.140 0.054 -0.021 -0.155
C 1.95816 2.20300 3.82949 0.084 -0.084 0.182 -0.246
C 2.62073 1.09121 4.59675 -0.071 0.068 -0.092 0.607
O 3.82106 0.93804 4.59806 0.050 0.070 0.118 -0.535
C 1.73050 0.19431 5.40475 -0.002 -0.085 -0.040 -0.163
C 2.29908 -0.76110 6.24137 0.007 0.006 -0.043 -0.156
C 1.48937 -1.60661 6.98021 -0.018 -0.017 0.018 -0.227
C 0.10601 -1.51014 6.87892 0.014 -0.011 0.007 -0.220
C -0.46541 -0.56367 6.04093 0.000 0.015 -0.001 -0.172
C 0.34819 0.29016 5.31136 -0.022 -0.005 0.074 -0.173
C 1.39938 1.84686 2.56808 -0.051 0.133 0.078 0.490
O 1.47080 0.61302 2.24188 -0.051 -0.241 -0.150 -0.832
C 0.77139 2.91437 1.84439 -0.083 0.037 -0.163 -0.270
C 0.71594 4.19093 2.43435 0.007 0.030 0.038 -0.104
C 0.14215 2.75612 0.52083 0.036 -0.185 -0.032 0.307
N 0.17214 1.65985 -0.14751 -0.037 0.213 0.071 -0.552
C -0.49921 1.51753 -1.43522 0.025 -0.014 -0.068 -0.292
C -1.86081 0.84012 -1.31009 -0.049 0.000 0.062 -0.612
Te -1.95397 -0.74935 0.15015 0.120 0.024 -0.008 0.548
C -2.79423 0.57230 1.58817 -0.066 -0.023 -0.045 -0.272
C -4.10506 1.02488 1.44459 0.050 0.008 0.048 -0.248
C -4.62220 1.96792 2.32270 -0.021 0.007 -0.006 -0.226
C -3.83469 2.46319 3.35474 -0.010 0.008 0.005 -0.241
C -2.53454 2.00576 3.51140 0.039 -0.020 -0.020 -0.161
C -2.01669 1.05985 2.63306 -0.026 0.021 0.004 -0.263
C -0.60749 3.93933 -0.02171 -0.094 0.006 -0.018 -0.094
C 0.00493 4.86706 -0.85421 0.014 0.025 -0.025 -0.203
C -0.72030 5.93462 -1.36529 0.022 -0.010 0.004 -0.216
C -2.06236 6.08232 -1.04514 -0.026 -0.008 0.010 -0.215
C -2.67720 5.15814 -0.21053 0.005 0.029 -0.016 -0.229
C -1.95309 4.09167 0.30117 0.041 -0.020 -0.008 -0.155
H 1.36859 5.88856 5.31195 -0.005 -0.004 0.005 0.205
H 0.16013 6.32107 4.10338 0.003 0.011 -0.006 0.206
H 1.87147 6.56388 3.76666 0.004 -0.001 0.005 0.205
H 2.27646 3.64489 5.35792 0.013 0.002 -0.013 0.201
H 3.37821 -0.82872 6.28704 -0.002 0.001 0.004 0.230
H 1.93290 -2.34987 7.63088 0.001 -0.003 0.003 0.206
H -0.52556 -2.17849 7.45102 -0.004 -0.005 0.001 0.204
H -1.54217 -0.49291 5.94932 -0.002 0.003 -0.002 0.204
H -0.08315 1.03514 4.65788 0.003 -0.008 0.024 0.222
H 0.22889 4.98637 1.88327 0.005 0.012 0.017 0.198
H 0.14566 0.89972 -2.05951 -0.001 0.029 0.027 0.252
H -0.64476 2.47597 -1.94341 -0.014 0.011 0.027 0.192
H -2.14942 0.40490 -2.26357 -0.002 -0.031 0.002 0.237
H -2.63462 1.53651 -0.98343 0.032 0.017 -0.021 0.212
H -4.72024 0.64386 0.63775 -0.011 0.004 -0.003 0.215
H -5.64029 2.31792 2.19999 0.003 0.003 0.000 0.207
H -4.23273 3.20835 4.03215 -0.005 0.003 0.003 0.208
H -1.90881 2.40571 4.30101 -0.002 -0.003 0.010 0.209
H -0.99412 0.71395 2.73645 -0.009 0.011 -0.025 0.236
H 1.05299 4.74870 -1.10222 0.001 -0.005 0.001 0.221
H -0.23549 6.65159 -2.01580 0.003 0.003 -0.004 0.209
H -2.62740 6.91483 -1.44514 -0.002 0.002 0.001 0.205
H -3.72385 5.26712 0.04570 -0.002 0.001 0.000 0.210
H -2.42748 3.37396 0.96123 -0.004 -0.005 0.006 0.219
F 1.47828 -1.64872 -0.68306 -0.096 0.050 -0.056 -0.590
B 1.01068 -1.78069 -2.03652 0.147 -0.110 0.108 1.354
F 1.51595 -0.72151 -2.78997 0.043 0.029 -0.061 -0.567
F -0.40645 -1.69523 -2.01456 -0.138 -0.013 -0.039 -0.585
F 1.40366 -3.01066 -2.53958 0.007 0.041 0.000 -0.559

***

no.,energy (eV)
1,-120100.1156
2,-109791.6360
3,-101265.5678
4,-99536.6603